# 1
Entry from OMol25: a molecular structure, C34H50Cl2N3OP3Pd at a distorted geometry (the ωB97M-V functional and the def2-TZVPD basis).

Each line ends with the Mulliken spin population.
Positions of all 94 atoms, in Å:
1 P -1.933 0.283 -4.453  0.330
2 C -2.743 1.821 -4.826  0.091
3 C -2.469 2.465 -6.053  0.048
4 H -1.689 2.073 -6.708  0.005
5 C -3.237 3.574 -6.404  -0.015
6 H -3.035 4.055 -7.361  0.000
7 C -4.230 4.053 -5.544  0.035
8 H -4.812 4.920 -5.838  0.001
9 C -4.464 3.429 -4.312  -0.011
10 H -5.238 3.815 -3.648  0.000
11 C -3.721 2.312 -3.933  0.055
12 H -3.885 1.809 -2.980  0.008
13 C -0.446 0.096 -5.438  0.075
14 C 0.530 1.115 -5.373  0.036
15 H 0.316 2.067 -4.877  0.002
16 C 1.769 0.899 -5.977  -0.019
17 H 2.541 1.659 -5.897  0.000
18 C 2.026 -0.280 -6.677  0.034
19 H 3.000 -0.447 -7.138  0.001
20 C 1.044 -1.267 -6.769  -0.015
21 H 1.235 -2.192 -7.313  0.000
22 C -0.193 -1.102 -6.143  0.023
23 H -0.966 -1.874 -6.223  0.002
24 C -2.976 -1.147 -4.706  0.038
25 C -3.635 -1.248 -5.945  0.024
26 H -3.503 -0.453 -6.692  0.004
27 C -4.421 -2.368 -6.200  0.004
28 H -4.905 -2.448 -7.170  0.000
29 C -4.591 -3.356 -5.221  0.002
30 H -5.220 -4.212 -5.437  0.000
31 C -3.959 -3.228 -3.981  0.002
32 H -4.107 -3.993 -3.220  0.000
33 C -3.134 -2.134 -3.709  -0.034
34 H -2.647 -2.007 -2.737  0.031
35 Pd -0.036 -0.138 -0.441  1.012
36 C 1.746 -1.357 -0.765  0.149
37 C 1.874 -2.006 -1.930  0.214
38 H 2.481 -1.464 0.064  0.010
39 C 0.779 -1.826 -2.970  -0.006
40 O 0.096 -3.073 -3.122  0.005
41 H -0.706 -2.992 -3.674  -0.002
42 C -0.088 -0.814 -2.366  0.383
43 H 1.227 -1.504 -3.917  0.019
44 C -1.015 0.090 -2.174  -0.142
45 Cl 1.198 -0.192 1.828  0.243
46 Cl -1.695 1.652 0.558  0.192
47 P 1.169 1.891 -0.490  0.282
48 C 1.253 2.999 0.957  0.020
49 H 1.668 2.432 1.796  -0.003
50 H 0.244 3.345 1.210  -0.002
51 H 1.904 3.848 0.711  0.007
52 C 2.928 1.521 -0.782  0.031
53 H 3.030 0.970 -1.722  -0.003
54 H 3.289 0.900 0.043  -0.003
55 H 3.496 2.459 -0.832  0.006
56 C 0.738 2.987 -1.875  0.048
57 H -0.317 3.272 -1.786  -0.004
58 H 0.911 2.471 -2.828  -0.010
59 H 1.370 3.886 -1.825  0.007
60 P 3.224 -3.192 -2.257  -0.001
61 C 4.410 -3.148 -0.905  0.009
62 C 3.965 -2.703 -3.831  0.003
63 H 3.883 -3.170 0.067  -0.006
64 H 5.007 -2.222 -0.975  0.003
65 H 5.089 -4.022 -0.971  0.000
66 H 3.149 -2.535 -4.555  0.000
67 H 4.639 -3.508 -4.179  0.001
68 H 4.521 -1.764 -3.663  0.000
69 C 2.515 -4.852 -2.448  0.002
70 H 2.205 -5.247 -1.465  0.001
71 H 3.258 -5.530 -2.906  0.000
72 H 1.627 -4.755 -3.094  -0.001
73 H -1.598 0.783 -1.558  -0.107
74 C -3.655 -0.700 1.981  -0.010
75 N -2.404 -1.305 2.428  0.243
76 C -1.797 -0.643 3.596  -0.018
77 C -1.604 -1.919 1.493  -0.065
78 N -1.635 -1.643 0.198  0.682
79 N -0.697 -2.814 1.931  0.049
80 C -0.535 -3.194 3.310  -0.001
81 C 0.190 -3.445 0.984  0.017
82 H -4.218 -0.429 2.883  0.003
83 H -4.233 -1.430 1.398  0.003
84 H -3.471 0.208 1.374  0.013
85 H -1.792 -1.327 4.459  0.011
86 H -0.769 -0.286 3.385  0.008
87 H -2.419 0.226 3.855  0.005
88 H -2.512 -1.174 -0.066  -0.050
89 H -0.034 -4.174 3.311  0.001
90 H 0.110 -2.487 3.862  0.007
91 H -1.516 -3.287 3.798  0.002
92 H -0.210 -3.313 -0.028  -0.021
93 H 1.199 -3.013 1.036  0.000
94 H 0.260 -4.511 1.231  0.005

Output
Kohn-Sham gap (alpha / beta) ... 6.6 / 5.2 eV
2S+1 ... 5
Charge ... +2
Strongest force on any atom ... 4.99 eV/Å
ΔE to the lowest compared entry with this formula, charge and spin ... 0.000 eV
E_HOMO (alpha / beta) ... -11.29 / -13.27 eV

---

# 2
Entry from OMol25: a gas-phase ion, C6H11O (charge -1) at a distorted geometry (the ωB97M-V functional and the def2-TZVPD basis).

Each line ends with the natural charge from an NBO analysis.
Positions of all 18 atoms, in Å:
1 C 2.211 -0.088 -0.529  -0.470
2 C 0.980 -0.567 -0.635  0.076
3 C 0.436 -0.910 -2.027  -0.658
4 C -0.037 -0.635 0.460  -0.459
5 C -0.990 0.592 0.458  -0.446
6 C -1.492 1.076 1.908  0.007
7 O -2.836 1.041 2.036  -0.953
8 H 2.942 -0.057 -1.332  0.178
9 H 2.638 0.161 0.446  0.186
10 H 0.813 -0.176 -2.740  0.207
11 H -0.643 -0.734 -2.066  0.219
12 H 0.673 -1.945 -2.275  0.206
13 H -0.677 -1.512 0.329  0.202
14 H 0.437 -0.707 1.438  0.201
15 H -0.529 1.484 0.015  0.177
16 H -1.910 0.340 -0.074  0.206
17 H -0.843 0.484 2.615  0.053
18 H -1.173 2.152 1.974  0.068

Output
Kohn-Sham gap ... 5.8 eV
Charge ... -1
Strongest force on any atom ... 1.37 eV/Å
ΔE to the lowest compared entry with this formula, charge and spin ... 0.483 eV
E_HOMO ... -2.14 eV
Structure (SMILES) ... C=C(C)CCC[O-]

---

# 3
Entry from OMol25: 4 unconnected molecules or ions with the total composition C9H24IO3 at a distorted geometry (the ωB97M-V functional and the def2-TZVPD basis).

Each line ends with the natural charge from an NBO analysis.
Positions of all 37 atoms, in Å:
1 I -1.003 -2.692 1.053  -1.000
2 C 4.684 -1.277 4.559  -0.644
3 C 5.182 -0.003 3.856  0.093
4 C 6.062 -0.266 2.640  -0.631
5 O 3.948 0.535 3.379  -0.727
6 H 4.127 -1.926 3.883  0.206
7 H 3.877 -1.127 5.276  0.227
8 H 5.476 -1.943 4.900  0.199
9 H 5.708 0.573 4.618  0.172
10 H 6.765 -1.069 2.863  0.199
11 H 6.540 0.623 2.230  0.212
12 H 5.495 -0.678 1.805  0.216
13 H 3.378 -0.185 3.102  0.477
14 C 3.735 -1.097 -4.107  -0.641
15 C 3.617 0.381 -3.895  0.089
16 C 3.598 1.068 -5.256  -0.624
17 O 2.417 0.638 -3.164  -0.721
18 H 2.847 -1.494 -4.598  0.219
19 H 3.619 -1.620 -3.157  0.207
20 H 4.702 -1.413 -4.499  0.210
21 H 4.401 0.755 -3.237  0.158
22 H 4.482 0.848 -5.853  0.204
23 H 3.597 2.155 -5.178  0.209
24 H 2.689 0.830 -5.809  0.215
25 H 2.297 -0.104 -2.565  0.475
26 C -8.865 0.845 1.836  -0.641
27 C -8.393 0.259 0.414  0.100
28 C -8.856 1.221 -0.668  -0.631
29 O -6.936 0.283 0.452  -0.729
30 H -8.540 1.857 2.075  0.215
31 H -8.521 0.168 2.618  0.206
32 H -9.933 0.748 2.028  0.196
33 H -8.567 -0.814 0.329  0.173
34 H -8.587 2.239 -0.385  0.215
35 H -9.940 1.285 -0.763  0.206
36 H -8.445 0.937 -1.637  0.219
37 H -6.656 -0.542 0.854  0.471

Output
Kohn-Sham gap ... 6.1 eV
Charge ... -1
Strongest force on any atom ... 3.06 eV/Å
ΔE to the lowest compared entry with this formula, charge and spin ... 2.311 eV
E_HOMO ... -3.34 eV

---

# 4
Entry from OMol25: 12 unconnected molecules or ions with the total composition C36H104N8O12 at a distorted geometry (the ωB97M-V functional and the def2-TZVPD basis).

Each line ends with the Löwdin charge.
Positions of all 160 atoms, in Å:
1 C 3.734 3.150 -10.382  -0.173
2 O 2.367 3.108 -10.338  -0.181
3 C 1.744 4.301 -9.834  -0.154
4 C 2.339 4.893 -8.457  -0.379
5 C 2.335 3.994 -7.216  -0.071
6 N 1.459 6.094 -8.185  0.012
7 H 3.967 4.160 -10.719  0.080
8 H 4.184 2.641 -11.234  0.087
9 H 4.409 2.971 -9.544  0.088
10 H 1.812 5.042 -10.630  0.115
11 H 0.719 4.031 -9.580  0.118
12 H 3.371 5.229 -8.555  0.120
13 H 2.842 4.462 -6.373  0.076
14 H 2.807 3.029 -7.400  0.069
15 H 1.339 3.714 -6.873  0.073
16 H 0.468 5.945 -8.060  0.062
17 H 1.572 6.822 -8.876  0.057
18 C -6.616 -9.085 1.191  -0.128
19 O -5.519 -8.267 1.023  -0.197
20 C -4.323 -8.904 0.543  -0.161
21 C -3.221 -7.762 0.436  -0.461
22 C -3.433 -6.887 -0.771  -0.087
23 N -1.884 -8.239 0.265  0.033
24 H -7.381 -8.348 1.436  0.094
25 H -6.512 -9.602 2.144  0.084
26 H -6.688 -9.744 0.325  0.094
27 H -3.967 -9.788 1.071  0.114
28 H -4.402 -9.290 -0.474  0.115
29 H -3.264 -6.983 1.198  0.133
30 H -2.582 -6.207 -0.782  0.081
31 H -4.316 -6.249 -0.725  0.089
32 H -3.229 -7.501 -1.649  0.078
33 H -1.990 -8.450 -0.717  0.053
34 H -1.739 -9.158 0.658  0.069
35 C -4.519 1.379 -6.082  -0.164
36 O -3.776 0.496 -6.846  -0.172
37 C -4.272 -0.865 -6.603  -0.184
38 C -4.538 -1.528 -7.955  -0.423
39 C -5.159 -2.940 -7.844  -0.074
40 N -3.203 -1.713 -8.518  0.039
41 H -5.596 1.411 -6.247  0.087
42 H -4.089 2.360 -6.283  0.090
43 H -4.484 1.235 -5.002  0.083
44 H -3.528 -1.437 -6.049  0.123
45 H -5.075 -0.887 -5.867  0.116
46 H -5.194 -0.978 -8.631  0.140
47 H -6.105 -3.045 -7.312  0.070
48 H -4.433 -3.602 -7.372  0.069
49 H -5.203 -3.374 -8.843  0.072
50 H -2.632 -1.595 -7.693  0.058
51 H -3.075 -0.834 -8.999  0.070
52 C -2.048 2.688 10.678  -0.115
53 O -1.496 1.692 11.521  -0.191
54 C -2.520 1.218 12.392  -0.211
55 C -1.896 -0.032 13.079  -0.420
56 C -1.569 -1.254 12.098  -0.041
57 N -2.789 -0.544 14.093  0.018
58 H -2.263 3.505 11.367  0.081
59 H -2.973 2.366 10.199  0.085
60 H -1.406 3.165 9.937  0.085
61 H -2.726 1.916 13.204  0.124
62 H -3.369 0.830 11.830  0.124
63 H -0.996 0.365 13.549  0.134
64 H -2.441 -1.659 11.584  0.071
65 H -1.074 -2.005 12.713  0.065
66 H -0.813 -0.908 11.393  0.062
67 H -3.720 -0.549 13.702  0.065
68 H -2.943 0.203 14.756  0.062
69 C 1.781 -3.813 -5.394  -0.064
70 O 1.247 -4.705 -6.439  -0.223
71 C 1.926 -5.923 -6.690  -0.188
72 C 0.840 -6.883 -7.337  -0.408
73 C 1.249 -8.391 -7.013  -0.063
74 N 0.606 -6.647 -8.764  0.027
75 H 1.874 -4.417 -4.491  0.077
76 H 1.164 -2.934 -5.211  0.080
77 H 2.773 -3.436 -5.644  0.077
78 H 2.613 -5.705 -7.508  0.123
79 H 2.322 -6.400 -5.793  0.116
80 H -0.133 -6.691 -6.886  0.121
81 H 2.228 -8.621 -7.434  0.071
82 H 0.462 -9.026 -7.421  0.061
83 H 1.263 -8.633 -5.950  0.063
84 H -0.349 -6.955 -8.880  0.067
85 H 0.543 -5.640 -8.809  0.064
86 C -10.173 -2.589 4.130  -0.120
87 O -9.594 -1.455 4.796  -0.193
88 C -8.154 -1.554 4.689  -0.176
89 C -7.182 -0.946 5.747  -0.436
90 C -5.781 -1.563 5.900  -0.068
91 N -7.771 -0.799 7.053  0.030
92 H -10.050 -3.490 4.730  0.082
93 H -9.800 -2.861 3.143  0.084
94 H -11.244 -2.389 4.076  0.086
95 H -7.928 -2.615 4.584  0.106
96 H -7.965 -1.106 3.714  0.121
97 H -6.915 0.052 5.397  0.124
98 H -5.022 -0.969 6.408  0.077
99 H -5.292 -1.498 4.928  0.072
100 H -5.821 -2.589 6.266  0.076
101 H -8.704 -0.414 7.023  0.068
102 H -7.907 -1.713 7.461  0.070
103 C 7.004 10.772 0.970  -0.064
104 O 5.537 10.528 0.950  -0.180
105 C 4.952 10.340 2.218  -0.220
106 C 4.938 8.834 2.640  -0.466
107 C 4.453 7.855 1.597  -0.063
108 N 4.080 8.544 3.775  0.021
109 H 7.697 9.957 1.179  0.080
110 H 7.256 11.731 1.423  0.083
111 H 7.254 10.903 -0.083  0.076
112 H 5.258 10.981 3.044  0.119
113 H 3.907 10.642 2.156  0.119
114 H 5.987 8.703 2.905  0.124
115 H 5.091 8.023 0.730  0.074
116 H 3.413 8.120 1.407  0.089
117 H 4.588 6.829 1.941  0.077
118 H 4.251 7.581 4.024  0.066
119 H 4.450 9.033 4.578  0.066
120 C 8.523 -2.996 -3.629  -0.144
121 O 8.076 -1.742 -3.314  -0.177
122 C 8.918 -0.928 -2.541  -0.185
123 C 8.080 0.394 -2.194  -0.394
124 C 8.167 1.348 -3.423  -0.074
125 N 8.735 0.940 -0.998  0.019
126 H 9.591 -3.211 -3.669  0.092
127 H 8.028 -3.170 -4.585  0.089
128 H 8.076 -3.778 -3.015  0.081
129 H 9.095 -1.219 -1.506  0.103
130 H 9.895 -0.778 -3.001  0.129
131 H 7.008 0.216 -2.112  0.129
132 H 9.158 1.663 -3.749  0.072
133 H 7.665 2.309 -3.309  0.063
134 H 7.673 0.804 -4.227  0.072
135 H 8.127 1.705 -0.743  0.067
136 H 8.660 0.267 -0.249  0.059
137 C 4.473 1.713 6.241  -0.149
138 O 3.137 2.256 6.283  -0.135
139 H 4.543 0.813 5.629  0.074
140 H 5.035 2.529 5.786  0.070
141 H 4.924 1.526 7.215  0.074
142 H 2.916 2.475 7.192  0.066
143 C -0.208 2.109 0.752  -0.156
144 O -0.700 2.955 1.813  -0.124
145 H -0.527 2.491 -0.218  0.073
146 H 0.882 2.108 0.728  0.071
147 H -0.504 1.062 0.814  0.069
148 H -0.076 2.902 2.541  0.066
149 C -2.199 9.620 4.623  -0.188
150 O -1.188 10.545 4.432  -0.128
151 H -1.958 8.864 3.876  0.080
152 H -2.172 9.303 5.665  0.079
153 H -3.151 10.068 4.336  0.080
154 H -0.377 10.039 4.524  0.075
155 C 1.399 -4.926 4.564  -0.189
156 O 1.231 -4.311 3.321  -0.119
157 H 2.190 -5.665 4.691  0.076
158 H 1.585 -4.200 5.355  0.076
159 H 0.388 -5.313 4.695  0.079
160 H 1.179 -5.049 2.709  0.076

Output
Kohn-Sham gap ... 9.3 eV
Charge ... 0
Strongest force on any atom ... 3.28 eV/Å
ΔE to the lowest compared entry with this formula, charge and spin ... 9.203 eV
E_HOMO ... -8.95 eV
Structure (SMILES) ... COC[C@H](C)N.COC[C@H](C)N.COC[C@H](C)N.COC[C@H](C)N.COC[C@H](C)N.COC[C@H](C)N.COC[C@H](C)N.COC[C@H](C)N.CO.CO.CO.CO